(1)
Entry from OMol25: 2 unconnected molecules or ions with the total composition C5H10O2 in a non-equilibrium geometry (the ωB97M-V functional and the def2-TZVPD basis).

Structure (XYZ):
```
17
C5H10O2 | OMol25 | the ωB97M-V functional and the def2-TZVPD basis
H 0.631 0.678 -1.527
H -2.394 0.073 1.551
H 2.096 -0.291 -1.139
C 1.588 0.304 -1.904
H 0.325 -1.282 -0.575
C -1.720 -0.070 0.689
C -0.539 -0.966 1.147
C 0.431 0.093 1.579
H -0.841 -1.645 1.947
C -1.048 1.217 0.369
H -1.425 2.162 0.009
H 1.477 -0.010 1.830
O 0.109 1.234 0.976
H 2.220 1.158 -2.159
O -0.043 -1.830 0.130
H -2.291 -0.523 -0.127
H 1.425 -0.303 -2.797
```

**Total charge**: 0
**LUMO energy (alpha / beta)**: 0.028 / 0.024 hartree
**Energy above the lowest of the compared OMol25 structures with the same formula, charge and spin**: 418.9 kJ/mol

***

(2)
Entry from OMol25: C3H5N3 in the gas phase in a non-equilibrium geometry (the ωB97M-V functional and the def2-TZVPD basis).

Structure (XYZ):
```
11
C3H5N3 | OMol25 | the ωB97M-V functional and the def2-TZVPD basis
H 2.196 -2.533 -0.205
H -2.083 -0.580 -0.304
H -2.052 0.522 0.987
N 1.634 -1.709 0.049
N 1.898 0.445 0.518
N 2.451 -0.785 0.148
C 0.712 0.605 0.168
C -0.422 0.738 -0.425
H -2.570 1.022 -0.575
C -1.819 0.439 -0.064
H 0.054 1.838 -0.298
```

**Total charge**: 0
**LUMO energy**: 0.017 hartree
**Energy above the lowest of the compared OMol25 structures with the same formula, charge and spin**: 524.5 kJ/mol

***

(3)
Entry from OMol25: 2 unconnected molecules or ions with the total composition C10H16 in a non-equilibrium geometry (the ωB97M-V functional and the def2-TZVPD basis).

Structure (XYZ):
```
26
C10H16 | OMol25 | the ωB97M-V functional and the def2-TZVPD basis
C -1.007 2.411 1.644
C 0.909 -2.691 -2.330
C 1.681 -2.845 -1.056
H 1.329 -2.044 -0.363
H 1.695 0.503 2.983
H -3.213 2.578 -0.143
H 0.709 -1.009 1.040
H 2.788 -2.892 -1.158
H 1.060 -3.521 -2.976
H -3.040 0.935 -0.786
C 0.055 1.916 2.407
H 1.232 -0.521 -2.824
C 1.509 -1.541 -3.131
C -2.503 1.816 -0.482
C 0.774 0.729 2.312
H -1.305 -0.527 -0.271
H 1.296 -3.821 -0.643
H 2.534 -1.732 -2.829
H -0.210 -2.459 -2.113
C 0.289 -0.094 1.273
C -0.842 0.161 0.487
H -1.505 3.297 1.718
H -1.938 2.236 -1.333
H 0.464 2.492 3.258
H 1.470 -1.506 -4.217
C -1.426 1.472 0.653
```

**Total charge**: -1
**⟨S²⟩**: 0.7505
**LUMO energy (alpha / beta)**: 0.136 / 0.131 hartree
**Energy above the lowest of the compared OMol25 structures with the same formula, charge and spin**: 172.6 kJ/mol
**Spin multiplicity**: 2